4 unconnected molecules or ions with the total composition C12H36O13P3S in a non-equilibrium geometry. Source: the OMol25 dataset; level of theory: wB97M-V/def2-TZVPD.

Summary:
HOMO-LUMO gap: 6.98 eV
Calculated total energy: -78343.8758 eV

```
! wB97M-V def2-TZVPD RIJCOSX def2/J DEFGRID3
* xyz 1 1
C 2.278 0.224 -5.411
C 1.204 1.274 -5.645
O 0.747 1.726 -4.386
C 0.036 0.695 -6.500
S -1.122 -0.097 -5.361
H 1.856 -0.774 -5.269
H 2.962 0.189 -6.259
H 2.869 0.497 -4.540
H 1.625 2.099 -6.228
H 0.077 2.407 -4.527
H -0.490 1.489 -7.031
H 0.450 0.007 -7.235
H -0.894 -1.421 -5.327
H -2.371 0.118 -5.808
C 1.340 2.160 -1.757
O 1.439 2.047 -0.337
P 1.358 3.267 0.682
O 1.169 2.699 2.017
O 0.023 3.952 0.067
C -1.248 3.500 0.544
O 2.148 4.634 0.657
C 3.574 4.615 0.908
H 2.134 1.554 -2.188
H 0.382 1.736 -2.046
H 1.424 3.180 -2.128
H -1.156 2.616 1.175
H -1.877 3.264 -0.315
H -1.715 4.302 1.112
H 4.087 3.938 0.224
H 3.763 4.318 1.938
H 3.935 5.625 0.745
C -1.368 -1.152 3.282
O -1.403 -0.748 4.663
P -2.207 0.529 5.136
O -2.314 0.546 6.594
O -3.613 0.264 4.386
C -4.623 -0.469 5.083
O -1.996 1.951 4.482
C -0.700 2.577 4.626
H -0.333 -1.352 3.012
H -1.941 -2.068 3.175
H -1.775 -0.389 2.619
H -4.244 -0.900 6.009
H -4.978 -1.270 4.434
H -5.452 0.201 5.308
H 0.088 1.921 4.260
H -0.521 2.841 5.668
H -0.710 3.475 4.018
C 2.369 -4.660 0.997
O 1.054 -4.182 1.342
P -0.073 -3.981 0.260
O -1.364 -3.761 0.914
O 0.037 -5.369 -0.539
C -0.764 -6.477 -0.101
O 0.115 -3.084 -1.041
C 0.330 -1.681 -0.817
H 3.100 -4.009 1.471
H 2.476 -5.666 1.395
H 2.534 -4.672 -0.078
H -1.252 -6.270 0.850
H -0.116 -7.345 0.008
H -1.515 -6.686 -0.860
H 1.182 -1.505 -0.159
H -0.566 -1.234 -0.385
H 0.534 -1.219 -1.781
*
```